C27H76O12Si3 | wB97M-V/def2-TZVPD

Element x y z (Å)
C  -1.818  -0.355  2.204
Si  -2.824  -2.033  2.364
C  -3.933  -1.797  3.968
C  -3.973  -2.382  0.860
C  -3.147  -2.220  -0.571
C  -2.809  -3.682  -1.232
C  -1.353  -3.789  -1.977
C  -0.910  -2.464  -2.835
C  0.109  -1.440  -2.015
C  -0.021  0.094  -2.594
C  -1.180  0.973  -1.838
Si  -0.495  2.623  -1.042
O  -1.304  3.943  -1.900
Si  -0.308  5.370  -1.478
C  -1.513  -3.397  2.727
C  -0.104  -3.417  1.837
C  1.122  -4.491  2.065
C  0.934  -5.625  3.255
C  -0.469  -5.678  4.146
C  -1.677  -4.583  3.883
H  -2.549  0.568  2.261
H  -1.160  -0.319  1.232
H  -1.125  -0.267  3.172
H  -4.119  -0.644  4.139
H  -4.945  -2.355  3.788
H  -3.312  -2.177  4.884
H  -4.888  -1.625  0.937
H  -4.370  -3.494  0.921
H  -3.851  -1.612  -1.314
H  -2.178  -1.614  -0.316
H  -2.778  -4.457  -0.327
H  -3.706  -4.029  -1.915
H  -0.512  -4.143  -1.223
H  -1.450  -4.678  -2.769
H  -1.823  -1.885  -3.337
H  -0.266  -2.865  -3.755
H  -0.075  -1.425  -0.859
H  1.231  -1.795  -2.171
H  -0.344  -0.013  -3.738
H  1.018  0.664  -2.622
H  -1.978  1.270  -2.671
H  -1.746  0.418  -0.977
H  0.961  2.672  -1.130
H  -0.915  2.712  0.374
H  -0.403  5.481  -0.002
H  -0.939  6.500  -2.147
H  1.063  5.100  -1.923
H  0.004  -2.593  0.989
H  2.105  -4.464  1.420
H  1.840  -6.375  3.437
H  -0.577  -6.503  4.998
H  -2.681  -4.615  4.509
C  2.820  -4.564  -1.940
O  3.310  -5.088  -0.720
H  1.907  -3.997  -1.742
H  3.569  -3.901  -2.380
H  2.595  -5.384  -2.626
H  4.119  -5.586  -0.927
C  3.005  8.825  -2.066
O  2.011  7.844  -2.296
H  2.939  9.161  -1.028
H  3.993  8.393  -2.245
H  2.841  9.675  -2.733
H  2.094  7.565  -3.223
C  3.544  5.570  -0.005
O  4.882  5.976  -0.225
H  2.932  5.889  -0.852
H  3.502  4.481  0.083
H  3.167  6.034  0.909
H  5.400  5.679  0.542
C  4.424  -3.286  4.144
O  4.010  -4.338  4.997
H  5.479  -3.072  4.332
H  4.296  -3.589  3.102
H  3.830  -2.393  4.351
H  3.071  -4.506  4.808
C  -5.693  0.535  -2.649
O  -6.107  -0.517  -1.797
H  -4.638  0.750  -2.462
H  -5.821  0.232  -3.691
H  -6.287  1.429  -2.442
H  -7.046  -0.685  -1.986
C  -1.910  3.421  3.542
O  -1.060  2.373  3.114
H  -2.950  3.104  3.427
H  -1.714  3.646  4.593
H  -1.733  4.309  2.929
H  -0.145  2.683  3.228
C  7.709  -3.910  2.278
O  6.941  -3.150  1.363
H  7.825  -3.339  3.203
H  7.194  -4.849  2.495
H  8.694  -4.111  1.850
H  6.854  -3.682  0.553
C  -2.062  -7.670  -3.944
O  -0.723  -7.265  -4.164
H  -2.673  -7.352  -4.791
H  -2.103  -8.759  -3.856
H  -2.439  -7.206  -3.030
H  -0.205  -7.561  -3.397
C  -4.916  -9.921  -4.627
O  -4.451  -8.986  -3.672
H  -4.146  -10.065  -5.388
H  -5.121  -10.875  -4.134
H  -5.825  -9.540  -5.099
H  -5.155  -8.879  -3.010
C  0.878  11.321  -0.327
O  2.217  11.727  -0.547
H  0.267  11.640  -1.174
H  0.837  10.232  -0.239
H  0.501  11.785  0.588
H  2.735  11.430  0.221
C  3.079  12.907  2.884
O  3.453  11.699  2.247
H  3.373  13.748  2.252
H  1.996  12.923  3.029
H  3.588  12.984  3.848
H  3.181  10.971  2.831

Values from the calculation:
- M: 677.15 g mol⁻¹
- Total charge: 0
- ΔE to the lowest compared entry with this formula, charge and spin: 296.0 kcal/mol
- Frontier orbital gap: 8.52 eV
- HOMO energy: -8.252 eV

---

C27H77BF4N5O12Pt | wB97M-V/def2-TZVPD

Element x y z (Å)
Pt  -1.651  0.860  2.047
B  0.728  -0.983  0.259
F  -0.559  -0.699  0.819
F  1.598  0.055  0.544
F  1.228  -2.133  0.927
F  0.589  -1.288  -1.091
C  -1.564  0.161  -3.342
C  -2.281  1.291  -4.013
O  -3.689  1.222  -3.727
O  -1.369  0.496  -1.962
H  -0.589  0.018  -3.823
H  -2.016  -0.823  -3.486
H  -2.126  1.261  -5.095
H  -1.899  2.259  -3.677
H  -4.013  2.127  -3.762
H  -0.995  -0.304  -1.558
C  -3.829  -1.330  1.992
C  -2.732  -1.966  2.836
O  -1.929  -0.957  3.459
O  -3.285  -0.471  0.957
H  -4.391  -0.675  2.662
H  -4.493  -2.098  1.601
H  -2.100  -2.670  2.284
H  -3.235  -2.631  3.546
H  -1.727  -1.236  4.359
H  -3.465  -0.948  0.137
C  2.088  3.858  -0.443
C  1.806  3.228  -1.787
O  2.529  2.020  -1.939
O  1.653  2.955  0.584
H  1.630  4.847  -0.322
H  3.146  4.097  -0.326
H  2.085  3.946  -2.564
H  0.748  3.028  -2.001
H  2.140  1.388  -1.320
H  2.441  2.756  1.112
C  4.081  -2.591  -0.654
O  4.012  -2.199  0.708
H  5.125  -2.571  -0.962
H  3.729  -3.619  -0.806
H  3.477  -1.919  -1.272
H  3.079  -2.055  0.922
C  -1.354  -5.476  -4.666
C  -1.389  -4.115  -5.377
C  -0.051  -3.441  -5.510
O  0.425  -3.140  -4.186
C  1.598  -2.351  -4.226
N  -1.980  -4.201  -6.718
H  -0.789  -6.162  -5.300
H  -2.369  -5.853  -4.532
H  -0.922  -5.381  -3.668
H  -2.037  -3.440  -4.808
H  -0.197  -2.459  -5.966
H  0.694  -4.071  -6.004
H  1.426  -1.503  -4.898
H  2.471  -2.925  -4.554
H  1.795  -2.020  -3.208
H  -2.872  -4.679  -6.721
H  -1.367  -4.759  -7.308
C  -1.695  4.352  -0.768
C  -2.224  3.258  0.141
C  -3.613  2.785  -0.273
O  -4.539  3.822  -0.453
C  -4.800  4.544  0.739
N  -1.233  2.167  0.344
H  -1.566  4.033  -1.811
H  -0.700  4.705  -0.483
H  -2.259  5.280  -0.863
H  -2.300  3.782  1.103
H  -4.007  1.987  0.372
H  -3.464  2.319  -1.255
H  -5.296  3.887  1.462
H  -5.547  5.305  0.520
H  -3.935  5.039  1.176
H  -0.329  2.660  0.309
H  -1.183  1.676  -0.571
C  4.218  5.409  2.401
C  5.477  4.594  2.694
C  5.269  3.092  2.583
O  4.480  2.789  1.449
C  4.451  1.390  1.247
N  6.576  5.000  1.799
H  4.285  6.416  2.816
H  3.359  4.943  2.907
H  3.937  5.501  1.352
H  5.730  4.836  3.730
H  4.809  2.710  3.503
H  6.259  2.627  2.532
H  4.018  0.828  2.084
H  5.452  0.948  1.155
H  3.959  1.139  0.310
H  6.443  4.539  0.906
H  6.561  5.997  1.632
C  -4.248  -6.334  -1.217
C  -3.870  -5.704  0.118
C  -2.609  -4.849  0.005
O  -1.562  -5.665  -0.488
C  -0.382  -4.925  -0.626
N  -4.936  -4.805  0.618
H  -5.144  -6.946  -1.107
H  -3.397  -6.858  -1.651
H  -4.528  -5.591  -1.975
H  -3.586  -6.476  0.833
H  -2.303  -4.525  1.008
H  -2.778  -3.961  -0.620
H  0.345  -5.596  -1.088
H  0.071  -4.576  0.313
H  -0.453  -4.044  -1.277
H  -5.129  -4.197  -0.173
H  -5.788  -5.323  0.794
C  1.792  -0.384  4.330
C  0.691  0.678  4.312
C  1.064  1.890  5.156
O  2.241  2.477  4.636
C  2.647  3.630  5.332
N  0.359  1.126  2.943
H  2.674  0.026  3.828
H  1.463  -1.313  3.863
H  2.178  -0.651  5.314
H  -0.142  0.218  4.846
H  1.281  1.567  6.181
H  0.258  2.634  5.177
H  3.188  3.390  6.255
H  1.815  4.294  5.586
H  3.344  4.159  4.682
H  0.858  2.010  2.796
H  0.936  0.535  2.335

Values from the calculation:
- M: 945.82 g mol⁻¹
- Total charge: +1
- 2S+1: 3
- ΔE to the lowest compared entry with this formula, charge and spin: 0.0 kcal/mol
- Frontier orbital gap (alpha / beta): 7.41 / 5.38 eV
- HOMO energy (alpha / beta): -10.781 / -10.781 eV
- <S²>: 2.003